1.
The following is a quantum chemistry calculation of a structure of composition C26H32CoNO4S2 in a non-equilibrium geometry, from the Open Molecules 2025 dataset.

Computed properties:
LUMO energy (alpha / beta): 2.190 / 2.190 eV
Energy relative to the best compared isomer or geometry (same formula, charge and spin): 0.0 kcal/mol
Orbital gap (alpha / beta): 5.6 / 5.8 eV
Electronic energy: -96454.595 eV
Expectation value of S²: 3.7642
Highest occupied orbital energy (alpha / beta): -3.447 / -3.583 eV

ORCA input file:
```
! RIJCOSX wB97M-V def2-TZVPD def2/J DEFGRID3
* xyz -1 4
O -0.127 -1.038 0.497
C -1.255 -1.361 -0.371
C -1.329 -2.769 0.202
H -0.966 -1.275 -1.414
H -2.097 -0.703 -0.183
C -0.030 -2.451 0.958
H -1.259 -3.581 -0.517
H -2.180 -2.937 0.857
C 1.191 -3.109 0.362
H 1.308 -2.830 -0.683
H 1.086 -4.192 0.415
H 2.097 -2.833 0.893
C -0.081 -2.557 2.457
H -1.021 -2.184 2.852
H 0.728 -1.991 2.914
H 0.025 -3.600 2.754
Co 0.545 1.000 1.099
C -0.025 2.325 2.962
C -0.737 2.823 1.852
C -1.688 1.844 1.484
H -0.587 3.770 1.364
C -1.545 0.751 2.347
C -0.501 1.026 3.251
H -0.146 0.377 4.034
H 0.751 2.845 3.492
H -2.352 1.908 0.642
H -2.103 -0.168 2.289
C 2.600 2.235 1.320
C 2.603 1.201 2.286
C 2.606 -0.031 1.611
H 2.594 1.328 3.354
C 2.607 0.244 0.221
C 2.621 1.640 0.051
H 2.561 2.156 -0.889
H 2.563 3.292 1.521
H 2.634 -0.999 2.077
H 2.550 -0.478 -0.574
O -2.272 -4.974 -2.729
C -2.309 -6.117 -1.867
C -2.864 -7.263 -2.698
H -2.956 -5.905 -1.009
H -1.302 -6.306 -1.492
C -3.798 -6.528 -3.651
H -3.366 -8.016 -2.094
H -2.065 -7.754 -3.254
C -3.020 -5.248 -3.919
H -4.744 -6.303 -3.157
H -4.016 -7.084 -4.561
H -3.661 -4.393 -4.135
H -2.330 -5.377 -4.760
O -1.405 6.345 1.020
S -0.607 6.334 -0.293
O -1.442 6.969 -1.415
N -0.811 4.653 -0.721
C 0.293 3.999 -0.878
S 0.088 2.149 -1.077
C 1.524 4.915 -0.754
C 2.917 4.716 -0.972
C 3.838 5.740 -0.698
C 3.405 6.984 -0.237
C 2.040 7.224 -0.085
C 1.136 6.193 -0.359
H 3.371 3.838 -1.358
H 4.898 5.567 -0.847
H 4.126 7.763 -0.025
H 1.693 8.197 0.238
*
```



2.
The following is a quantum chemistry calculation of an isolated molecule of C3H7N3O3 in a non-equilibrium geometry, from the Open Molecules 2025 dataset.

Computed properties:
LUMO energy: 0.683 eV
Energy relative to the best compared isomer or geometry (same formula, charge and spin): 94.0 kcal/mol
Orbital gap: 9.2 eV
Electronic energy: -13834.543 eV
SMILES string: CN(N)/C(=N/O)C(=O)O
Highest occupied orbital energy: -8.521 eV

ORCA input file:
```
! RIJCOSX wB97M-V def2-TZVPD def2/J DEFGRID3
* xyz 0 1
C -1.439 -1.281 -0.280
N -0.975 0.036 0.049
N -1.972 1.055 0.245
C 0.363 0.373 0.140
N 0.698 1.602 0.082
O 2.093 1.856 0.064
C 1.309 -0.750 0.259
O 1.459 -1.376 1.278
O 2.000 -0.965 -0.850
H -0.835 -2.148 0.180
H -1.444 -1.469 -1.371
H -2.456 -1.367 0.128
H -1.710 1.491 1.141
H -1.760 1.838 -0.382
H 2.125 2.811 -0.155
H 2.545 -1.704 -0.526
*
```